(1)
# C18H41N2P3PdS2

A structure of composition C18H41N2P3PdS2 at a distorted geometry (wB97M-V/def2-TZVPD, OMol25).

## Properties
**Total charge**: +4
**Lowest unoccupied orbital energy (spin up / spin down)**: -12.41 / -15.11 eV
**ΔE to the lowest compared entry with this formula, charge and spin**: 18.65 kcal/mol
**HOMO-LUMO gap (spin up / spin down)**: 6.06 / 5.15 eV
**Spin multiplicity**: 5
**Calculated total energy**: -2766.6085 Ha

The geometry in XYZ format:
```
67
Properties=species:S:1:pos:R:3:forces:R:3
Pd -0.145468 0.024489 0.055703 0.0 1.4 0.7
P -0.725816 0.819935 2.378001 0.4 -1.0 0.3
P 2.004112 0.926479 0.542070 1.8 -0.2 0.6
P -2.315455 -0.580284 -0.235787 -3.2 -1.2 0.1
H 2.740157 -4.517562 -3.910234 -0.6 0.1 0.0
C 1.698664 -4.300731 -4.181426 1.1 -2.0 0.5
C 1.395882 -3.175702 -4.849946 0.6 2.6 -1.6
H 2.255903 -2.509452 -5.116456 -1.0 -0.8 -0.2
C -0.468677 -0.693140 3.367153 0.0 0.0 -0.2
C 0.277111 2.068754 3.288373 -0.2 0.0 -0.4
C -2.431958 1.300604 2.796864 -0.2 0.1 -0.2
C 3.265537 0.710253 -0.758460 -0.2 -0.2 -0.5
C 2.315399 2.697745 0.929120 -0.3 1.0 0.2
C 2.823085 -0.021703 1.907287 -0.3 0.0 -0.2
C -2.769951 -1.644173 -1.686287 0.5 0.2 -0.1
C -3.586504 0.755405 -0.448834 0.6 0.3 -0.1
C -3.130169 -1.614417 1.089343 0.4 -0.1 0.0
H 0.982851 -5.075158 -3.986963 -0.4 -0.3 0.1
H 0.418911 -2.935532 -5.291571 0.3 -0.1 0.5
H -0.719973 -0.496308 4.413272 0.0 0.0 -0.1
H 0.571534 -1.023149 3.299451 -0.2 0.0 0.0
H -1.115610 -1.487772 2.988515 0.1 0.1 0.1
H -0.168657 2.250871 4.272214 0.0 -0.2 -0.1
H 0.289387 3.009268 2.731780 0.1 0.0 0.1
H 1.305056 1.723895 3.428044 -0.3 0.2 0.0
H -2.499192 1.506043 3.875578 0.1 -0.1 -0.3
H -3.129403 0.492583 2.552915 0.3 0.5 0.2
H -2.730399 2.197418 2.245235 0.0 -0.1 0.2
H 4.153251 1.324169 -0.534048 -0.4 -0.2 -0.1
H 2.823370 1.012802 -1.715423 0.3 0.1 0.1
H 3.583261 -0.335952 -0.836998 -0.1 0.2 0.1
H 2.379915 2.940538 2.005655 0.0 -0.4 -0.5
H 1.522468 3.350303 0.523454 0.4 -0.3 0.1
H 3.267913 3.061010 0.494427 -0.5 -0.5 0.1
H 3.899637 0.203277 1.940419 -0.4 0.1 0.0
H 2.695173 -1.085810 1.666900 0.1 0.2 0.1
H 2.379338 0.169726 2.892862 0.3 -0.1 -0.3
H -3.787685 -2.066966 -1.579809 0.5 0.4 0.0
H -2.053683 -2.469021 -1.781108 -0.2 0.0 0.0
H -2.709277 -1.051355 -2.610617 -0.2 -0.2 0.2
H -4.607769 0.368202 -0.261982 0.6 0.1 -0.1
H -3.508897 1.123995 -1.483532 -0.2 -0.1 0.3
H -3.374318 1.601341 0.222282 -0.2 -0.4 -0.2
H -3.987609 -2.168113 0.665857 0.4 0.3 0.1
H -3.501034 -1.021229 1.934264 0.1 -0.4 -0.4
H -2.402570 -2.337085 1.475591 -0.3 0.0 -0.1
C 1.192460 -1.796229 -2.474899 0.1 -0.9 0.5
C 0.953535 -2.750002 -1.364499 -1.7 1.1 -0.3
C 2.078851 -3.633443 -1.071845 -0.3 0.8 1.1
C 3.338851 -3.415624 -1.595260 0.9 -0.2 -0.7
C 3.555847 -2.385884 -2.551400 0.7 -0.7 0.9
C 2.485967 -1.594048 -2.950302 -0.6 0.0 -1.5
S 0.053058 -0.564415 -2.666242 -0.4 1.1 -0.2
H 0.345130 -1.767454 -0.738010 1.6 -1.5 1.2
H -0.039268 -3.269641 -1.311271 0.8 0.0 -0.6
H 1.869963 -4.410713 -0.341672 0.3 -0.2 -0.3
H 4.166462 -4.133854 -1.388432 -0.7 0.8 0.1
H 4.530096 -2.175541 -3.007122 -0.3 -0.4 0.3
H 2.593033 -0.908292 -3.795073 0.3 0.3 0.6
N -2.338713 4.972224 1.959803 0.1 -0.6 -0.8
C -2.278040 4.585858 0.675195 -2.7 3.6 0.9
N -3.192475 5.190697 -0.135439 1.6 -1.1 0.7
S -1.079061 3.568861 0.080618 0.4 -0.7 -0.5
H -2.967090 5.717916 2.264179 0.1 -0.4 -0.1
H -1.665066 4.659298 2.628142 0.3 0.0 0.3
H -3.074272 5.070970 -1.123848 -0.4 0.1 -0.4
H -3.707110 6.010824 0.194223 0.2 -0.3 -0.2
```
Positions in Å, forces in eV/Å.

(2)
# C3H4ClFN2

The molecule C3H4ClFN2 at a distorted geometry (wB97M-V/def2-TZVPD, OMol25).

## Properties
**Lowest unoccupied orbital energy**: 0.68 eV
**SMILES**: N/N=C\C(Cl)=C/F
**ΔE to the lowest compared entry with this formula, charge and spin**: 35.47 kcal/mol
**HOMO-LUMO gap**: 9.66 eV
**Calculated total energy**: -786.2040 Ha

The geometry in XYZ format:
```
11
Properties=species:S:1:pos:R:3:forces:R:3
N 1.038851 2.064355 -0.591120 1.6 -0.8 0.5
N -0.290673 1.886130 -0.644979 0.3 1.3 1.0
C -0.832263 0.860423 -0.164414 0.0 -2.4 -0.6
C -0.190580 -0.481222 0.140271 -0.4 1.4 0.5
Cl 1.142354 -0.483827 1.306047 -0.5 -0.4 -0.4
C -0.674324 -1.622339 -0.339313 1.4 -0.4 1.1
F -1.688769 -1.650574 -1.180821 -0.5 0.0 -0.4
H 1.626771 1.613025 0.154517 -1.3 0.2 -1.0
H 1.253398 3.032684 -0.610404 0.1 0.8 -0.3
H -1.899945 0.839441 -0.239010 -0.5 -0.1 -0.1
H -0.255573 -2.599493 -0.047085 -0.4 0.5 -0.4
```
Positions in Å, forces in eV/Å.

(3)
# C2H2FP

The molecule C2H2FP at a distorted geometry (wB97M-V/def2-TZVPD, OMol25).

## Properties
**Lowest unoccupied orbital energy (spin up / spin down)**: -1.78 / -1.78 eV
**ΔE to the lowest compared entry with this formula, charge and spin**: 131.11 kcal/mol
**HOMO-LUMO gap (spin up / spin down)**: 8.20 / 8.20 eV
**Calculated total energy**: -518.3795 Ha

The geometry in XYZ format:
```
6
Properties=species:S:1:pos:R:3:forces:R:3
C -0.087372 1.350811 0.059135 -1.5 -1.1 -0.8
C -0.732894 -1.152786 -0.337899 0.9 2.4 -2.0
F 2.024421 -0.151685 0.461656 -1.3 -0.4 -0.9
P 0.651314 -0.091585 -0.453327 0.6 0.7 1.0
H -1.127657 1.514122 -0.369281 1.3 0.1 0.1
H -0.727812 -1.468877 0.639716 -0.1 -1.8 2.7
```
Positions in Å, forces in eV/Å.

(4)
# C16H29BN2O2

A cluster of 3 separate species, C16H29BN2O2 in total at a distorted geometry (wB97M-V/def2-TZVPD, OMol25).

## Properties
**Lowest unoccupied orbital energy**: 0.72 eV
**SMILES**: C=CBCCCCOC(C)=O.CCCC#N.CCCC#N
**ΔE to the lowest compared entry with this formula, charge and spin**: 10.87 kcal/mol
**HOMO-LUMO gap**: 9.91 eV
**Calculated total energy**: -911.8337 Ha

The geometry in XYZ format:
```
50
Properties=species:S:1:pos:R:3:forces:R:3
C -2.137445 5.384959 1.556711 0.0 0.2 1.4
C -2.095632 5.293912 0.254024 -0.7 -0.5 -1.4
B -2.713326 4.071995 -0.497121 0.1 0.1 -0.4
C -1.830437 2.771635 -0.670291 -0.4 1.0 0.1
C -1.988051 1.985790 0.634914 -0.5 -0.3 -0.4
C -1.333334 0.619219 0.628546 0.6 0.4 0.6
C 0.183864 0.658354 0.582833 -0.9 -0.7 0.0
O 0.625178 0.648099 -0.788193 0.2 -0.3 0.6
C 1.508857 1.570072 -1.139037 0.7 -0.6 -1.7
C 2.286744 1.228733 -2.379884 -0.9 -0.3 -0.4
O 1.698183 2.611779 -0.611244 0.0 1.6 1.6
H -2.862282 4.853433 2.150524 0.2 -0.6 0.3
H -1.433827 5.993049 2.092498 -0.2 0.7 0.3
H -1.582407 6.083019 -0.272621 0.8 -0.2 -0.3
H -3.826910 4.053709 -0.932977 -0.1 0.1 0.2
H -2.216481 2.192925 -1.498562 0.0 -0.4 -0.2
H -0.802515 3.059214 -0.857897 0.4 -0.1 0.0
H -1.657772 2.563893 1.488044 0.3 0.2 0.2
H -3.053344 1.823987 0.784685 -0.3 -0.1 0.1
H -1.693448 0.004686 -0.181364 -0.2 -0.2 -0.4
H -1.578395 0.102429 1.551692 -0.3 -0.1 0.2
H 0.596257 1.463998 1.175708 0.1 0.5 -0.3
H 0.535619 -0.269514 1.019660 0.3 -0.3 -0.1
H 2.092305 0.226259 -2.735474 0.2 -0.3 0.1
H 1.898801 1.892771 -3.141471 0.1 0.3 -0.3
H 3.334208 1.445674 -2.251194 0.3 0.0 0.1
C -2.126172 -3.677877 -0.803989 0.1 0.0 0.0
C -2.281790 -3.884448 0.698075 0.1 0.0 -0.2
C -3.740567 -3.812912 1.166608 0.2 0.2 0.0
C -4.318487 -2.498677 0.865759 0.3 -1.1 0.3
N -4.749639 -1.474480 0.612403 -0.4 1.0 -0.2
H -2.467066 -2.686950 -1.108255 -0.1 0.0 0.0
H -1.078815 -3.766196 -1.092509 0.0 0.0 0.0
H -2.696092 -4.422180 -1.363928 0.0 0.0 0.0
H -1.692396 -3.132362 1.226304 0.0 0.0 0.1
H -1.874420 -4.859206 0.971276 0.0 0.0 0.1
H -3.801812 -3.978969 2.242021 -0.1 0.0 0.0
H -4.341199 -4.577930 0.673388 0.0 0.0 0.0
C 5.714258 -2.198614 0.106136 0.0 0.0 0.0
C 4.830438 -1.089714 -0.454020 0.2 -0.1 0.0
C 3.471835 -0.996487 0.248161 0.2 -0.2 -0.2
C 2.718607 -2.245131 0.088106 0.4 1.1 0.2
N 2.132475 -3.214219 -0.041098 -0.5 -0.9 -0.1
H 5.260307 -3.180364 -0.035027 0.0 0.0 0.0
H 6.679304 -2.209324 -0.400350 0.0 0.0 0.0
H 5.894616 -2.055381 1.173275 0.0 0.0 0.0
H 4.677522 -1.256491 -1.522238 -0.1 0.1 0.0
H 5.344177 -0.132171 -0.349092 -0.1 0.0 0.0
H 2.885480 -0.185578 -0.176096 -0.1 0.0 0.1
H 3.605026 -0.798418 1.312580 0.0 0.0 0.0
```
Positions in Å, forces in eV/Å.